DFT (wB97M-V/def2-TZVPD) results for a structure of composition C38H89AsF6NO22P3S5 in a non-equilibrium geometry.

**2S+1**: 2
**E_LUMO (spin up / spin down)**: -2.56 / -9.60 eV
**Max |F|**: 4.25 eV/Å
**Charge**: +1
**<S²>**: 0.759
**HOMO level (spin up / spin down)**: -11.32 / -11.32 eV
**DFT total energy**: -246568.314 eV
**HOMO-LUMO gap (spin up / spin down)**: 8.76 / 1.72 eV

Last column: Mulliken charge in e.
Geometry (Å):
As 0.45920 -0.29388 -0.46038  2.22
S 4.44204 -2.72350 1.13439  1.14
S 2.98601 -0.83248 6.33310  1.07
S -2.24971 5.26161 1.29862  1.17
S -6.11582 1.87805 -2.45647  1.27
S 5.23140 3.63357 2.43636  1.21
P 3.51032 0.93797 -4.75149  1.30
P -3.89933 -1.74578 4.84511  0.60
P -3.75882 -3.09018 -4.90976  0.82
F 0.58170 -0.61959 -2.20847  -0.60
F 2.21150 -0.10784 -0.38231  -0.52
F 0.69937 -2.04899 -0.27310  -0.57
F 0.20251 1.42045 -0.75556  -0.30
F -1.30849 -0.65533 -0.60601  -0.60
F 0.25828 -0.14753 1.34425  -0.35
O 5.51657 2.62337 3.42184  -0.62
O -3.70713 -4.59206 -5.04142  -0.80
O 5.70484 4.97427 2.72793  -0.73
O -2.78592 -2.32771 -5.95051  -0.43
O 4.04870 -2.46406 -0.22539  -0.72
O -2.25267 6.35299 2.24749  -0.69
O -2.88764 5.39043 0.00596  -0.61
O 2.20350 1.89613 -4.68787  -0.48
O 3.50793 -0.22745 7.57374  -0.42
O 3.20646 -0.51761 -4.65287  -0.81
O -5.15288 -2.47464 -5.19967  -0.29
O -7.01005 1.01892 -1.77961  -0.63
O -4.89488 -1.20136 3.65767  -0.38
O -2.47062 -1.09320 4.33914  0.30
O 4.37547 1.53402 -3.53176  -0.25
O -4.24421 -0.90004 6.14728  -0.22
O -3.25576 -2.47031 -3.47703  0.23
O 3.17038 -2.24939 6.12192  -0.44
O 4.32474 1.55446 -6.09713  -0.38
O -3.78172 -3.23338 5.05388  -0.76
O -6.63598 2.96391 -3.29111  -0.73
O 5.39304 -1.87482 1.89320  -0.72
N 2.49003 -2.45629 -2.41035  0.07
C -4.76201 0.44583 1.90754  -0.58
C -4.83251 0.93229 -3.49606  -0.68
C 1.36666 1.06786 5.36536  -0.54
C -6.29599 -3.08781 -4.62422  -0.42
C -0.50044 3.24000 2.05176  1.23
C -2.98565 3.76856 2.11576  -0.17
C -3.58092 -1.01568 7.37899  -0.11
C -1.73394 -1.52705 3.17875  0.36
C 3.43524 2.53563 0.94763  1.04
C 1.20921 -0.32951 6.02400  0.08
C 1.43035 2.11898 -3.47464  0.54
C 2.99473 -3.00071 2.20099  0.02
C -6.50223 -2.57748 -3.21267  -0.70
C 3.71356 1.61926 -7.41468  -0.15
C 4.52863 2.72944 0.02023  0.08
C 4.98170 -4.53152 1.32492  -0.82
C 5.81444 3.01506 0.83330  -0.83
C -4.58220 -1.77274 8.31041  -1.24
C 1.80220 3.45473 -2.90007  -1.10
C 4.06446 0.27589 -8.08466  -1.07
C -2.69149 -0.95878 -5.99402  0.32
C 3.49754 3.61063 1.98714  -1.12
C -0.57351 4.56837 1.21262  -0.61
C 3.50955 -4.10409 3.23633  -0.80
C 2.45837 0.90727 4.28868  1.07
C -1.22636 -0.52803 -6.17237  -1.19
C -4.88859 2.58273 -1.27283  -1.07
C 5.65753 1.01259 -3.37211  -0.67
C -0.82796 -2.79235 3.30214  -1.20
C -3.78900 1.51781 -1.30211  0.10
C 3.65489 0.14315 4.89614  -0.46
C 4.11628 -5.26521 2.39657  -0.69
C -3.45501 1.08515 -2.73784  0.87
C 5.66823 -0.13032 -2.40143  -0.40
C -1.77011 3.11519 2.91340  -0.83
C -2.08116 -3.55696 -1.64761  -1.38
C -2.00634 -2.75331 -2.97470  0.17
C -4.97275 0.16123 3.39956  -0.59
H 4.69152 -5.89644 3.07388  0.36
H 3.70569 0.12513 -9.10283  0.40
H 2.83095 3.47355 -2.54032  0.10
H -2.97575 0.12042 -2.57138  -0.70
H -4.91610 1.39278 -4.48047  0.48
H -2.91826 1.93286 -0.79454  -0.21
H -1.92859 2.07985 3.21516  0.15
H -1.59059 -1.75506 -2.83781  -0.28
H 1.59366 1.32930 -2.74127  -0.24
H -4.55228 -2.84774 8.13270  0.32
H 4.82430 -4.97119 0.34003  0.35
H 3.63428 -0.59382 -7.58804  0.24
H 4.70910 1.90045 -0.66410  -0.72
H 1.77099 -1.91980 -2.87432  0.17
H -2.57249 -1.42358 7.30990  0.23
H 1.94892 -3.16036 -1.92913  0.41
H 2.72629 1.87254 3.85907  -0.74
H -1.37323 -3.68495 3.60879  0.50
H -5.56560 -2.40320 -2.68310  -0.01
H -3.04815 -0.43551 -5.10685  -0.32
H 6.57446 -0.72632 -2.50931  0.46
H -3.87216 4.04783 2.68515  0.66
H -4.04049 0.59341 -0.78219  0.08
H 3.41602 4.47987 1.33454  0.49
H -0.65858 -0.94554 -5.34085  0.07
H -5.34229 2.86770 -0.32360  0.48
H -5.31451 -0.34635 1.40227  0.48
H -7.05647 -3.31605 -2.63350  0.36
H -2.56696 -4.52953 -1.72634  0.48
H -1.11757 -0.68580 2.86176  -0.35
H 6.30620 1.70046 -2.82974  0.33
H 6.36274 3.79564 0.30588  0.44
H -4.46429 0.91794 3.99701  0.30
H -3.19682 3.03552 1.33719  -0.35
H 2.91107 -1.96815 -1.63283  -0.05
H 4.07647 -0.53788 4.15684  0.15
H -0.99601 0.52199 -6.35263  0.43
H 4.83195 -0.73822 -2.74668  -0.16
H 3.23144 -2.84379 -2.97625  0.41
H 2.52264 -2.10577 2.60635  -0.03
H 1.49116 1.83587 6.12875  0.41
H -5.62112 -1.44406 8.28331  0.30
H 2.28854 -3.50224 1.53927  0.12
H 1.07217 3.77399 -2.15627  0.18
H 4.34458 3.60195 -0.60663  0.38
H -3.73720 0.41495 1.53751  -0.10
H 0.51685 1.39743 4.76760  0.01
H 2.49266 2.52220 0.40041  -0.54
H -0.85741 -0.96796 -7.09888  0.39
H -0.38575 2.37700 1.39588  -0.57
H -4.52292 3.48348 -1.76581  0.39
H -1.04088 -3.73262 -1.37363  0.27
H 2.63564 1.75245 -7.32279  0.22
H -2.76279 1.71562 -3.29591  0.27
H -5.25542 -0.03396 -3.77104  0.06
H -3.56147 0.03798 7.65744  0.29
H -3.33783 -0.68724 -6.82865  0.46
H 2.78003 3.68652 2.80416  0.62
H 3.44643 1.55240 1.41798  0.00
H 0.93808 -1.03370 5.23742  -0.42
H -0.29568 -2.96449 2.36664  0.16
H -7.17820 -2.77048 -5.18019  0.29
H 0.35236 3.13934 2.72310  -0.32
H 0.59343 -0.52546 6.90179  0.69
H 3.29823 -5.82598 1.94443  0.29
H -0.03897 -2.73577 4.05207  0.17
H 2.05579 0.26773 3.50318  -0.25
H -0.31511 4.37086 0.17228  0.07
H 4.13493 2.38023 -8.07155  0.33
H 1.77180 4.19068 -3.70353  0.44
H -6.01704 0.32422 3.66600  0.47
H 6.01902 -4.45841 1.65161  0.44
H -7.05704 -1.64095 -3.15613  0.32
H 6.44663 2.13733 0.96757  0.41
H -6.27511 -4.17233 -4.73137  0.42
H 6.15825 0.90267 -4.33403  0.46
H -5.23384 1.37581 1.59034  0.35
H 0.17728 5.27384 1.56862  0.58
H -4.22470 -1.73539 9.33944  0.41
H 0.38746 2.08163 -3.78942  0.26
H 5.13741 0.12359 -7.96768  0.29
H 4.05312 -3.67822 4.07969  0.42
H -2.48051 -3.04434 -0.77248  0.20
H -2.34122 -1.68941 2.28827  0.35
H 5.43754 0.02182 -1.34704  0.10
H -1.45875 -3.39646 -3.66362  0.62
H 2.69899 -4.51294 3.83960  0.44
H 4.54141 0.72002 5.15958  0.60
H -1.83029 3.67008 3.84966  0.24